Entry from the Open Molecules 2025 dataset: a cluster of 18 separate species, C81H180B4F25N11O17 in total in a non-equilibrium geometry (ωB97M-V with the def2-TZVPD basis set).

Last columns: bonded neighbours and bond lengths (Å).
Element x y z (Å)
1 C -1.85 -4.90 -1.80  C2 1.528, H12 1.090, H13 1.090, H14 1.090
2 C -1.88 -6.21 -2.58  C1 1.528, C3 1.524, N7 1.469, C11 1.516
3 C -0.44 -6.71 -2.63  C2 1.524, C4 1.511, H15 1.090, H16 1.090
4 C -0.33 -8.18 -2.97  C3 1.511, C5 1.556, H17 1.090, H18 1.090
5 C -1.08 -8.99 -1.87  C4 1.556, C6 1.650, H19 1.090, H20 1.090
6 C -2.69 -8.65 -1.90  C5 1.650, N7 1.559, C9 1.581, C10 1.538
7 N -2.80 -7.10 -1.85  C2 1.469, C6 1.559, O8 1.431
8 O -4.15 -6.62 -1.89  N7 1.431
9 C -3.35 -9.20 -0.56  C6 1.581, H21 1.090, H22 1.090, H23 1.090
10 C -3.48 -9.16 -3.11  C6 1.538, H24 1.090, H25 1.090, H26 1.090
11 C -2.41 -5.93 -3.97  C2 1.516, H27 1.090, H28 1.090, H29 1.090
12 H -1.19 -4.18 -2.27  C1 1.090
13 H -1.43 -5.04 -0.81  C1 1.090
14 H -2.82 -4.43 -1.62  C1 1.090
15 H 0.06 -6.60 -1.67  C3 1.090
16 H 0.08 -6.02 -3.28  C3 1.090
17 H 0.71 -8.52 -2.98  C4 1.090
18 H -0.83 -8.32 -3.93  C4 1.090
19 H -0.68 -8.82 -0.87  C5 1.090
20 H -0.88 -10.06 -1.99  C5 1.090
21 H -2.71 -9.06 0.31  C9 1.090
22 H -3.49 -10.28 -0.59  C9 1.090
23 H -4.30 -8.70 -0.38  C9 1.090
24 H -3.11 -9.10 -4.14  C10 1.090
25 H -4.55 -8.93 -3.15  C10 1.090
26 H -3.53 -10.25 -3.05  C10 1.090
27 H -2.51 -6.85 -4.54  C11 1.090
28 H -1.60 -5.43 -4.51  C11 1.090
29 H -3.36 -5.40 -4.01  C11 1.090
30 C 1.43 1.71 -1.24  C31 1.580, H41 1.090, H42 1.090, H43 1.090
31 C 0.37 0.68 -0.69  C30 1.580, C32 1.553, N36 1.555, C40 1.553
32 C 0.75 -0.76 -1.15  C31 1.553, C33 1.521, H44 1.090, H45 1.090
33 C 0.10 -1.87 -0.34  C32 1.521, C34 1.559, H46 1.090, H47 1.090
34 C 0.38 -1.68 1.18  C33 1.559, C35 1.554, H48 1.090, H49 1.090
35 C -0.07 -0.34 1.82  C34 1.554, N36 1.600, C38 1.563, C39 1.582
36 N 0.25 0.89 0.84  C31 1.555, C35 1.600, O37 1.364
37 O 0.78 1.99 1.45  N36 1.364
38 C 0.63 -0.17 3.21  C35 1.563, H50 1.090, H51 1.090, H52 1.090
39 C -1.63 -0.34 2.07  C35 1.582, H53 1.090, H54 1.090, H55 1.090
40 C -1.06 0.96 -1.21  C31 1.553, H56 1.090, H57 1.090, H58 1.090
41 H 1.29 2.78 -1.06  C30 1.090
42 H 1.42 1.67 -2.33  C30 1.090
43 H 2.39 1.49 -0.79  C30 1.090
44 H 1.84 -0.85 -1.13  C32 1.090
45 H 0.71 -0.95 -2.22  C32 1.090
46 H 0.46 -2.88 -0.57  C33 1.090
47 H -0.97 -1.87 -0.53  C33 1.090
48 H 1.42 -1.95 1.36  C34 1.090
49 H -0.21 -2.43 1.71  C34 1.090
50 H 0.71 -1.11 3.75  C38 1.090
51 H 0.13 0.54 3.86  C38 1.090
52 H 1.67 0.16 3.20  C38 1.090
53 H -1.80 -0.92 2.98  C39 1.090
54 H -2.20 -0.90 1.33  C39 1.090
55 H -2.08 0.63 2.27  C39 1.090
56 H -1.03 1.11 -2.29  C40 1.090
57 H -1.54 1.88 -0.86  C40 1.090
58 H -1.82 0.27 -0.84  C40 1.090
59 C 0.82 1.37 -9.74  C60 1.554, H70 1.090, H71 1.090, H72 1.090
60 C -0.30 1.07 -8.70  C59 1.554, C61 1.577, N65 1.507, C69 1.516
61 C -0.63 -0.47 -8.62  C60 1.577, C62 1.519, H73 1.090, H74 1.090
62 C 0.49 -1.25 -7.95  C61 1.519, C63 1.510, H75 1.090, H76 1.090
63 C 0.69 -0.71 -6.55  C62 1.510, C64 1.575, H77 1.090, H78 1.090
64 C 1.04 0.81 -6.38  C63 1.575, N65 1.552, C67 1.520, C68 1.560
65 N 0.09 1.58 -7.34  C60 1.507, C64 1.552, O66 1.395
66 O 0.07 2.96 -7.17  N65 1.395
67 C 2.49 1.11 -6.76  C64 1.520, H79 1.090, H80 1.090, H81 1.090
68 C 0.76 1.25 -4.91  C64 1.560, H82 1.090, H83 1.090, H84 1.090
69 C -1.58 1.81 -9.03  C60 1.516, H85 1.090, H86 1.090, H87 1.090
70 H 0.80 2.44 -9.94  C59 1.090
71 H 0.63 0.82 -10.66  C59 1.090
72 H 1.82 1.08 -9.40  C59 1.090
73 H -0.72 -0.81 -9.65  C61 1.090
74 H -1.59 -0.62 -8.14  C61 1.090
75 H 1.36 -1.02 -8.56  C62 1.090
76 H 0.26 -2.32 -8.01  C62 1.090
77 H 1.36 -1.41 -6.05  C63 1.090
78 H -0.24 -0.81 -5.98  C63 1.090
79 H 3.26 0.86 -6.02  C67 1.090
80 H 2.63 2.19 -6.75  C67 1.090
81 H 2.76 0.69 -7.72  C67 1.090
82 H -0.24 1.04 -4.53  C68 1.090
83 H 1.06 2.27 -4.65  C68 1.090
84 H 1.48 0.57 -4.47  C68 1.090
85 H -1.43 2.89 -9.02  C69 1.090
86 H -2.36 1.57 -8.32  C69 1.090
87 H -2.11 1.53 -9.94  C69 1.090
88 C -4.30 -0.90 8.55  C89 1.573, H99 1.090, H100 1.090, H101 1.090
89 C -3.95 -2.29 7.92  C88 1.573, C90 1.570, N94 1.534, C98 1.542
90 C -4.94 -2.59 6.73  C89 1.570, C91 1.543, H102 1.090, H103 1.090
91 C -4.45 -3.67 5.74  C90 1.543, C92 1.510, H104 1.090, H105 1.090
92 C -3.14 -3.31 5.08  C91 1.510, C93 1.600, H106 1.090, H107 1.090
93 C -2.04 -2.99 6.20  C92 1.600, N94 1.504, C96 1.592, C97 1.577
94 N -2.56 -2.11 7.30  C89 1.534, C93 1.504, O95 1.452
95 O -1.45 -1.60 8.10  N94 1.452
96 C -0.79 -2.32 5.47  C93 1.592, H108 1.090, H109 1.090, H110 1.090
97 C -1.66 -4.41 6.76  C93 1.577, H111 1.090, H112 1.090, H113 1.090
98 C -3.95 -3.37 9.02  C89 1.542, H114 1.090, H115 1.090, H116 1.090
99 H -4.51 -0.16 7.78  C88 1.090
100 H -3.57 -0.50 9.26  C88 1.090
101 H -5.25 -0.98 9.09  C88 1.090
102 H -5.15 -1.67 6.20  C90 1.090
103 H -5.90 -2.90 7.15  C90 1.090
104 H -5.22 -3.84 4.99  C91 1.090
105 H -4.41 -4.58 6.35  C91 1.090
106 H -3.26 -2.39 4.50  C92 1.090
107 H -2.78 -4.12 4.44  C92 1.090
108 H -1.12 -1.32 5.18  C96 1.090
109 H -0.53 -2.87 4.57  C96 1.090
110 H 0.11 -2.30 6.08  C96 1.090
111 H -0.88 -4.26 7.50  C97 1.090
112 H -1.32 -5.12 6.00  C97 1.090
113 H -2.45 -4.91 7.32  C97 1.090
114 H -4.30 -4.34 8.67  C98 1.090
115 H -4.60 -3.20 9.88  C98 1.090
116 H -2.93 -3.58 9.33  C98 1.090
117 C 4.84 7.19 3.63  C118 1.559, H128 1.090, H129 1.090, H130 1.090
118 C 3.71 7.12 2.55  C117 1.559, C119 1.534, N123 1.591, C127 1.547
119 C 4.15 6.11 1.47  C118 1.534, C120 1.506, H131 1.090, H132 1.090
120 C 3.09 5.56 0.55  C119 1.506, C121 1.529, H133 1.090, H134 1.090
121 C 1.92 4.93 1.30  C120 1.529, C122 1.564, H135 1.090, H136 1.090
122 C 1.22 5.85 2.34  C121 1.564, N123 1.545, C125 1.534, C126 1.583
123 N 2.32 6.60 3.12  C118 1.591, C122 1.545, O124 1.421
124 O 1.96 7.15 4.38  N123 1.421
125 C 0.45 5.08 3.42  C122 1.534, H137 1.090, H138 1.090, H139 1.090
126 C 0.26 6.92 1.68  C122 1.583, H140 1.090, H141 1.090, H142 1.090
127 C 3.46 8.47 1.85  C118 1.547, H143 1.090, H144 1.090, H145 1.090
128 H 4.80 8.12 4.20  C117 1.090
129 H 5.86 7.18 3.25  C117 1.090
130 H 4.86 6.34 4.30  C117 1.090
131 H 4.75 5.33 1.92  C119 1.090
132 H 4.94 6.54 0.86  C119 1.090
133 H 3.61 4.83 -0.08  C120 1.090
134 H 2.80 6.32 -0.17  C120 1.090
135 H 2.29 4.02 1.77  C121 1.090
136 H 1.27 4.57 0.50  C121 1.090
137 H -0.19 4.35 2.93  C125 1.090
138 H -0.03 5.67 4.21  C125 1.090
139 H 1.29 4.60 3.92  C125 1.090
140 H 0.40 7.92 2.08  C126 1.090
141 H -0.80 6.69 1.85  C126 1.090
142 H 0.29 7.05 0.60  C126 1.090
143 H 4.42 8.85 1.52  C127 1.090
144 H 3.12 9.26 2.52  C127 1.090
145 H 2.83 8.58 0.96  C127 1.090
146 C 6.74 -0.95 -2.15  C147 1.505, H155 1.090, H156 1.090, H157 1.090
147 C 5.56 -1.22 -3.06  C146 1.505, C148 1.533, N151 1.504, H158 1.090
148 C 5.92 -1.76 -4.45  C147 1.533, O149 1.462, H159 1.090, H160 1.090
149 O 4.64 -1.71 -5.15  C148 1.462, C150 1.399
150 C 4.79 -1.85 -6.54  O149 1.399, H161 1.090, H162 1.090, H163 1.090
151 N 4.70 -2.25 -2.39  C147 1.504, H152 1.010, H153 1.010, H154 1.010
152 H 5.22 -3.11 -2.23  N151 1.010
153 H 4.43 -1.97 -1.46  N151 1.010
154 H 3.85 -2.46 -2.89  N151 1.010
155 H 7.28 -0.13 -2.61  C146 1.090
156 H 7.47 -1.75 -2.14  C146 1.090
157 H 6.57 -0.61 -1.13  C146 1.090
158 H 4.83 -0.43 -3.21  C147 1.090
159 H 6.22 -2.80 -4.36  C148 1.090
160 H 6.64 -1.17 -5.02  C148 1.090
161 H 5.45 -1.21 -7.12  C150 1.090
162 H 3.85 -1.82 -7.10  C150 1.090
163 H 5.20 -2.85 -6.69  C150 1.090
164 C 1.57 -5.32 0.33  C165 1.501, H173 1.090, H174 1.090, H175 1.090
165 C 3.06 -5.12 0.24  C164 1.501, C166 1.510, N169 1.573, H176 1.090
166 C 3.86 -5.66 1.40  C165 1.510, O167 1.391, H177 1.090, H178 1.090
167 O 5.23 -5.61 1.20  C166 1.391, C168 1.473
168 C 5.81 -4.25 1.10  O167 1.473, H179 1.090, H180 1.090, H181 1.090
169 N 3.53 -5.78 -1.11  C165 1.573, H170 1.010, H171 1.010, H172 1.010
170 H 3.05 -5.43 -1.93  N169 1.010
171 H 4.48 -5.50 -1.30  N169 1.010
172 H 3.52 -6.79 -1.01  N169 1.010
173 H 1.32 -6.37 0.18  C164 1.090
174 H 0.98 -4.76 -0.39  C164 1.090
175 H 1.23 -5.07 1.33  C164 1.090
176 H 3.19 -4.05 0.07  C165 1.090
177 H 3.62 -6.70 1.62  C166 1.090
178 H 3.52 -5.11 2.28  C166 1.090
179 H 5.35 -3.72 0.27  C168 1.090
180 H 6.88 -4.38 0.98  C168 1.090
181 H 5.65 -3.71 2.03  C168 1.090
182 C -4.64 -3.73 0.84  C183 1.535, H191 1.090, H192 1.090, H193 1.090
183 C -5.49 -2.45 0.79  C182 1.535, C184 1.577, N187 1.541, H194 1.090
184 C -5.21 -1.55 -0.48  C183 1.577, O185 1.473, H195 1.090, H196 1.090
185 O -4.54 -0.27 -0.16  C184 1.473, C186 1.390
186 C -5.15 0.93 -0.50  O185 1.390, H197 1.090, H198 1.090, H199 1.090
187 N -6.99 -2.74 0.95  C183 1.541, H188 1.010, H189 1.010, H190 1.010
188 H -7.18 -3.18 1.84  N187 1.010
189 H -7.60 -1.94 0.88  N187 1.010
190 H -7.25 -3.44 0.27  N187 1.010
191 H -4.96 -4.37 0.02  C182 1.090
192 H -4.66 -4.36 1.72  C182 1.090
193 H -3.58 -3.54 0.63  C182 1.090
194 H -5.33 -1.86 1.70  C183 1.090
195 H -6.14 -1.35 -1.01  C184 1.090
196 H -4.59 -1.99 -1.26  C184 1.090
197 H -5.42 0.87 -1.56  C186 1.090
198 H -4.40 1.72 -0.46  C186 1.090
199 H -5.96 1.12 0.20  C186 1.090
200 C -5.29 1.51 3.26  C201 1.569, H209 1.090, H210 1.090, H211 1.090
201 C -5.16 2.99 2.75  C200 1.569, C202 1.535, N205 1.534, H212 1.090
202 C -6.53 3.69 2.82  C201 1.535, O203 1.406, H213 1.090, H214 1.090
203 O -6.40 4.98 2.26  C202 1.406, C204 1.455
204 C -7.60 5.79 2.09  O203 1.455, H215 1.090, H216 1.090, H217 1.090
205 N -4.26 3.76 3.73  C201 1.534, H206 1.010, H207 1.010, H208 1.010
206 H -4.63 3.98 4.64  N205 1.010
207 H -3.35 3.38 3.92  N205 1.010
208 H -4.08 4.67 3.33  N205 1.010
209 H -6.06 0.98 2.70  C200 1.090
210 H -5.69 1.44 4.27  C200 1.090
211 H -4.35 0.96 3.32  C200 1.090
212 H -4.72 3.14 1.77  C201 1.090
213 H -6.80 3.82 3.86  C202 1.090
214 H -7.31 3.20 2.25  C202 1.090
215 H -7.58 6.87 1.94  C204 1.090
216 H -8.10 5.79 3.06  C204 1.090
217 H -8.32 5.43 1.36  C204 1.090
218 C 5.56 0.76 10.64  C219 1.576, H227 1.090, H228 1.090, H229 1.090
219 C 4.84 1.36 9.37  C218 1.576, C220 1.546, N223 1.541, H230 1.090
220 C 3.78 0.39 8.79  C219 1.546, O221 1.429, H231 1.090, H232 1.090
221 O 3.13 0.93 7.64  C220 1.429, C222 1.403
222 C 2.82 0.09 6.56  O221 1.403, H233 1.090, H234 1.090, H235 1.090
223 N 4.17 2.73 9.58  C219 1.541, H224 1.010, H225 1.010, H226 1.010
224 H 4.44 3.39 10.30  N223 1.010
225 H 4.21 3.31 8.76  N223 1.010
226 H 3.21 2.56 9.83  N223 1.010
227 H 6.53 1.19 10.90  C218 1.090
228 H 5.91 -0.27 10.51  C218 1.090
229 H 4.82 0.79 11.44  C218 1.090
230 H 5.66 1.52 8.67  C219 1.090
231 H 2.84 0.28 9.32  C220 1.090
232 H 4.20 -0.59 8.59  C220 1.090
233 H 3.69 -0.36 6.07  C222 1.090
234 H 2.20 0.51 5.77  C222 1.090
235 H 2.20 -0.65 7.06  C222 1.090
236 C -0.63 6.28 -4.38  C237 1.498, H245 1.090, H246 1.090, H247 1.090
237 C -1.48 5.87 -3.22  C236 1.498, C238 1.575, N241 1.515, H248 1.090
238 C -3.02 5.85 -3.59  C237 1.575, O239 1.404, H249 1.090, H250 1.090
239 O -3.90 5.91 -2.50  C238 1.404, C240 1.405
240 C -3.82 7.01 -1.64  O239 1.405, H251 1.090, H252 1.090, H253 1.090
241 N -1.00 4.48 -2.87  C237 1.515, H242 1.010, H243 1.010, H244 1.010
242 H 0.00 4.37 -2.76  N241 1.010
243 H -1.36 4.25 -1.95  N241 1.010
244 H -1.33 3.79 -3.53  N241 1.010
245 H 0.42 6.11 -4.14  C236 1.090
246 H -0.75 7.33 -4.62  C236 1.090
247 H -0.96 5.67 -5.22  C236 1.090
248 H -1.23 6.51 -2.38  C237 1.090
249 H -3.32 5.01 -4.22  C238 1.090
250 H -3.30 6.72 -4.18  C238 1.090
251 H -4.14 7.85 -2.25  C240 1.090
252 H -2.83 7.19 -1.20  C240 1.090
253 H -4.39 6.91 -0.72  C240 1.090
254 C -3.47 1.68 -4.62  O255 1.409, O256 1.427, C257 1.553, H268 1.090
255 O -2.80 0.45 -4.50  C254 1.409, C261 1.474
256 O -2.43 2.60 -4.95  C254 1.427
257 C -4.68 1.59 -5.58  C254 1.553, F258 1.423, F259 1.312, F260 1.306
258 F -4.26 1.37 -6.92  C257 1.423
259 F -5.52 0.60 -5.38  C257 1.312
260 F -5.40 2.68 -5.65  C257 1.306
261 C -3.46 -0.60 -3.70  O255 1.474, C262 1.522, H266 1.090, H267 1.090
262 C -2.52 -1.77 -3.44  C261 1.522, H263 1.090, H264 1.090, H265 1.090
263 H -1.54 -1.55 -3.02  C262 1.090
264 H -3.01 -2.56 -2.86  C262 1.090
265 H -2.17 -2.13 -4.41  C262 1.090
266 H -4.27 -0.94 -4.34  C261 1.090
267 H -3.93 -0.21 -2.80  C261 1.090
268 H -3.86 1.87 -3.62  C254 1.090
269 C 4.17 -0.26 1.33  O270 1.440, O271 1.392, C272 1.517, H283 1.090
270 O 5.27 0.62 1.03  C269 1.440, C276 1.483
271 O 4.09 -1.15 0.27  C269 1.392
272 C 4.44 -0.76 2.74  C269 1.517, F273 1.340, F274 1.313, F275 1.372
273 F 3.48 -1.61 3.14  C272 1.340
274 F 5.62 -1.33 2.83  C272 1.313
275 F 4.44 0.22 3.70  C272 1.372
276 C 5.27 1.61 -0.07  O270 1.483, C277 1.578, H281 1.090, H282 1.090
277 C 6.52 2.55 0.13  C276 1.578, H278 1.090, H279 1.090, H280 1.090
278 H 6.37 3.01 1.11  C277 1.090
279 H 7.45 1.98 0.17  C277 1.090
280 H 6.58 3.45 -0.49  C277 1.090
281 H 4.47 2.33 0.14  C276 1.090
282 H 5.28 1.08 -1.02  C276 1.090
283 H 3.26 0.33 1.40  C269 1.090
284 C 3.01 4.78 -4.10  O285 1.399, O286 1.457, C287 1.660, H298 1.090
285 O 3.88 3.76 -4.50  C284 1.399, C291 1.421
286 O 2.03 4.24 -3.17  C284 1.457
287 C 3.84 6.20 -3.87  C284 1.660, F288 1.298, F289 1.359, F290 1.361
288 F 4.41 6.22 -2.70  C287 1.298
289 F 4.77 6.52 -4.81  C287 1.359
290 F 3.01 7.28 -3.84  C287 1.361
291 C 4.79 3.19 -3.58  O285 1.421, C292 1.490, H296 1.090, H297 1.090
292 C 6.00 2.70 -4.32  C291 1.490, H293 1.090, H294 1.090, H295 1.090
293 H 6.35 3.54 -4.92  C292 1.090
294 H 6.83 2.26 -3.77  C292 1.090
295 H 5.60 2.05 -5.09  C292 1.090
296 H 4.27 2.35 -3.11  C291 1.090
297 H 5.15 3.87 -2.81  C291 1.090
298 H 2.50 5.07 -5.02  C284 1.090
299 B -2.61 1.54 5.84  F300 1.323, F301 1.350, F302 1.394, F303 1.375
300 F -2.14 2.58 5.16  B299 1.323
301 F -2.48 0.42 5.10  B299 1.350
302 F -1.85 1.42 7.00  B299 1.394
303 F -3.94 1.77 6.11  B299 1.375
304 B -1.82 -6.20 1.44  F305 1.347, F306 1.381, F307 1.373, F308 1.382
305 F -1.11 -6.96 0.57  B304 1.347
306 F -1.62 -6.71 2.70  B304 1.381
307 F -1.50 -4.87 1.41  B304 1.373
308 F -3.17 -6.23 1.16  B304 1.382
309 B -2.12 4.54 0.54  F310 1.364, F311 1.377, F312 1.382, F313 1.402
310 F -1.27 5.30 -0.21  B309 1.364
311 F -1.50 3.49 1.18  B309 1.377
312 F -2.86 5.36 1.37  B309 1.382
313 F -2.93 3.92 -0.42  B309 1.402
314 B 1.77 -3.91 -3.68  F315 1.324, F316 1.430, F317 1.361, F318 1.377
315 F 1.68 -3.66 -2.38  B314 1.324
316 F 0.54 -4.07 -4.39  B314 1.430
317 F 2.53 -3.02 -4.38  B314 1.361
318 F 2.53 -5.06 -3.67  B314 1.377

As for the charge: +4. The calculation puts the max |F| at 9.64 eV/A. The orbital gap is 0.0774 Eh. Its spin multiplicity is 1. The value obtained for the LUMO energy is -10.680 eV.